Record 1
{"formula": "C2H5IN2O2S", "method": "wB97M-V/def2-TZVPD", "elements": ["C", "C", "N", "N", "O", "O", "S", "I", "H", "H", "H", "H", "H"], "positions_angstrom": [[-1.26537, 0.84144, 0.21386], [-1.97866, 0.29794, -0.78963], [0.06369, 0.92821, 0.31467], [1.02889, -1.08716, 1.49159], [0.89591, -1.08289, -1.11741], [2.51966, 0.38063, 0.13904], [1.23539, -0.19981, 0.24898], [2.58850, -2.32383, 1.69031], [0.96913, -0.61756, -1.96789], [-1.71768, 1.39672, 0.92374], [-1.73722, -0.55665, -1.45733], [-3.01845, 0.39796, -0.54412], [0.41622, 1.62500, 0.85418]], "lowdin_charge": [-0.248, 0.040, -0.116, -0.762, -0.204, -0.339, 0.456, 0.794, 0.095, 0.084, 0.071, 0.043, 0.085], "charge": 0, "multiplicity": 1, "energy_ha": -1034.94399}



Record 2
{"formula": "C10H16N2O5", "method": "wB97M-V/def2-TZVPD", "elements": ["O", "C", "O", "C", "C", "C", "N", "C", "O", "C", "C", "C", "C", "N", "C", "O", "O", "H", "H", "H", "H", "H", "H", "H", "H", "H", "H", "H", "H", "H", "H", "H", "H"], "positions_angstrom": [[1.96385, -0.37378, -0.64531], [2.43858, -0.81776, 0.39561], [2.84797, -2.10299, 0.48419], [2.59681, 0.14391, 1.58882], [1.53732, 1.30893, 1.65739], [0.00009, 1.07899, 1.71095], [-0.40822, 0.84495, 0.36517], [-1.31776, -0.09250, 0.15756], [-1.50263, -0.92823, 1.08503], [-1.90979, -0.00521, -1.24617], [-2.11687, -1.40951, -1.96062], [-0.68694, -1.82895, -2.07954], [0.00128, -0.56388, -2.55485], [-0.90597, 0.60869, -2.03069], [-0.71721, 1.92986, 2.75408], [-0.32622, 2.33078, 3.86005], [-2.02006, 2.20315, 2.47627], [2.53330, -2.55121, -0.29321], [2.49675, -0.50828, 2.54565], [3.63642, 0.50688, 1.27005], [1.80752, 2.00951, 2.54810], [1.80681, 1.74810, 0.73030], [-0.45284, 0.05373, 2.14963], [0.07776, 1.34798, -0.36704], [-2.78532, 0.54478, -1.21962], [-2.54569, -1.17457, -2.95265], [-2.81725, -2.06367, -1.46505], [-0.45319, -2.69545, -2.78873], [-0.27740, -2.09605, -0.99621], [0.91044, -0.35058, -2.07896], [0.06815, -0.82534, -3.66138], [-1.13748, 1.22155, -2.74764], [-2.34220, 2.50617, 3.30883]], "lowdin_charge": [0.038, -0.466, 0.128, -0.071, -0.102, -0.203, 0.092, -0.396, 0.016, -0.242, -0.125, -0.219, -0.144, -0.015, -0.427, 0.061, 0.112, 0.113, 0.151, 0.152, 0.147, 0.087, 0.195, 0.140, 0.133, 0.121, 0.107, 0.129, 0.138, 0.031, 0.132, 0.088, 0.100], "charge": 0, "multiplicity": 1, "energy_ha": -876.31047}



Record 3
{"formula": "C2H4O2S", "method": "wB97M-V/def2-TZVPD", "elements": ["C", "C", "O", "O", "S", "H", "H", "H", "H"], "positions_angstrom": [[0.90336, -0.35618, 0.50342], [1.11376, 0.87281, -0.03899], [-2.73200, 0.51776, -0.97101], [-1.38985, -1.04873, 0.48074], [-2.04714, -0.75151, -0.76493], [1.25369, -1.27753, -0.01565], [0.56176, -0.61502, 1.46098], [0.53404, 1.77052, 0.21555], [1.80239, 0.88788, -0.87013]], "lowdin_charge": [-0.088, -0.020, -0.451, -0.473, 0.804, 0.080, 0.033, 0.067, 0.048], "charge": 0, "multiplicity": 3, "s_squared": 2.014, "energy_ha": -627.08382}



Record 4
{"formula": "C5H10O2", "method": "wB97M-V/def2-TZVPD", "elements": ["C", "C", "C", "C", "C", "O", "O", "H", "H", "H", "H", "H", "H", "H", "H", "H", "H"], "positions_angstrom": [[1.57045, 0.67328, -0.36531], [0.11672, 0.57454, -0.01063], [-0.20397, 1.51737, 1.20141], [-0.41879, -0.89671, 0.35616], [-0.67509, -1.80588, -0.76206], [-0.17936, -2.85278, -1.00688], [-1.72285, -1.34831, -1.56264], [1.95706, 1.69931, -0.79040], [2.24284, 0.50128, 0.57009], [1.93868, -0.09909, -1.03499], [-0.54883, 0.94785, -0.88796], [-1.29903, 1.61447, 1.20021], [0.09084, 1.13450, 2.21732], [0.18452, 2.60656, 1.15430], [-1.36767, -0.84428, 1.03760], [0.31950, -1.45082, 0.91179], [-2.00502, -1.97130, -2.22804]], "lowdin_charge": [-0.119, -0.411, -0.111, -0.081, -0.538, 0.128, 0.066, 0.113, 0.106, 0.061, 0.154, 0.063, 0.085, 0.098, 0.165, 0.116, 0.103], "charge": 0, "multiplicity": 1, "energy_ha": -346.98620}



Record 5
{"formula": "C38H41F7N6O5S", "method": "wB97M-V/def2-TZVPD", "elements": ["C", "C", "C", "C", "C", "N", "C", "C", "C", "O", "C", "O", "O", "C", "S", "O", "O", "C", "F", "F", "C", "F", "F", "C", "F", "F", "F", "H", "H", "H", "H", "H", "H", "H", "H", "H", "H", "H", "H", "H", "H", "H", "H", "C", "C", "C", "N", "C", "C", "H", "H", "H", "H", "H", "C", "C", "C", "N", "C", "C", "H", "H", "H", "H", "H", "C", "C", "C", "N", "C", "C", "H", "H", "H", "H", "H", "C", "C", "C", "N", "C", "C", "H", "H", "H", "H", "H", "C", "C", "C", "N", "C", "C", "H", "H", "H", "H", "H"], "positions_angstrom": [[-3.30869, -1.49474, 2.32392], [-2.75389, -1.37830, 0.87742], [-2.77552, 0.08934, 0.32341], [-3.56954, 0.23047, -0.98470], [-3.10284, 1.22221, -2.07667], [-1.82808, 1.01281, -2.73158], [-1.69383, 1.91031, -3.92135], [-0.70985, 1.40862, -1.85250], [-0.51470, 2.88381, -1.51683], [0.00677, 0.56281, -1.48484], [-4.32518, 1.01207, -3.02139], [-4.40085, 0.62876, -4.09634], [-5.38957, 1.35171, -2.15787], [-5.09105, 0.58779, -0.98641], [-5.98372, 1.20249, 0.47304], [-7.35959, 0.91992, 0.21185], [-5.62957, 0.53486, 1.68741], [-5.92565, 3.06960, 0.66282], [-7.16974, 3.45967, 0.84649], [-5.54057, 3.67043, -0.45040], [-5.14099, 3.59778, 1.89652], [-5.56267, 3.10009, 3.03581], [-5.40576, 4.91071, 1.95369], [-3.56932, 3.45382, 1.82875], [-3.17062, 2.62908, 2.76199], [-3.02847, 4.62073, 2.13509], [-3.11088, 3.13854, 0.63706], [-4.34429, -1.84621, 2.28298], [-3.29647, -0.53801, 2.85636], [-2.70614, -2.19095, 2.91746], [-1.70607, -1.70062, 0.93663], [-3.23777, -2.07726, 0.18516], [-1.72400, 0.37063, 0.22531], [-3.18269, 0.71850, 1.11870], [-3.47442, -0.75127, -1.47441], [-3.22587, 2.29415, -1.81153], [-2.25657, 2.84451, -3.74753], [-0.64457, 2.13035, -4.12871], [-2.10553, 1.38815, -4.78732], [0.02271, 3.37686, -2.33072], [-1.48890, 3.38282, -1.43074], [-0.02274, 2.98688, -0.54827], [-5.63046, -0.35032, -1.19419], [-9.60154, 4.87690, 4.43108], [-8.40616, 4.90383, 3.73206], [-7.71607, 6.10463, 3.65725], [-8.14018, 7.23872, 4.21814], [-9.29357, 7.19120, 4.88470], [-10.05832, 6.04305, 5.02224], [-10.16996, 3.95867, 4.51371], [-8.01792, 4.01463, 3.25633], [-6.77816, 6.17576, 3.12621], [-9.61319, 8.12858, 5.32758], [-10.98668, 6.06312, 5.57702], [2.54134, -1.25232, -1.24628], [3.75964, -1.22787, -0.58624], [4.59601, -2.32780, -0.70545], [4.29331, -3.41522, -1.41966], [3.11363, -3.41794, -2.04583], [2.20858, -2.36980, -1.99371], [1.86076, -0.41441, -1.18049], [4.05661, -0.37418, 0.00878], [5.56125, -2.34981, -0.20702], [2.89489, -4.31468, -2.61661], [1.26769, -2.42699, -2.52478], [6.77876, -3.11922, -5.99954], [6.14893, -2.87220, -7.20886], [4.80595, -2.52881, -7.19131], [4.08137, -2.42523, -6.07653], [4.70678, -2.66876, -4.92297], [6.04576, -3.01562, -4.82917], [7.82729, -3.38927, -5.96998], [6.68632, -2.94370, -8.14502], [4.27222, -2.32371, -8.11342], [4.09372, -2.57910, -4.03514], [6.49923, -3.19995, -3.86426], [6.09064, 1.28736, 4.09994], [5.12284, 0.38625, 3.68741], [5.51048, -0.66142, 2.86608], [6.76092, -0.85092, 2.44556], [7.67685, 0.02789, 2.85192], [7.39706, 1.10754, 3.67609], [5.83018, 2.11902, 4.74311], [4.09114, 0.49192, 3.99520], [4.78962, -1.39514, 2.51939], [8.68436, -0.15131, 2.49206], [8.18186, 1.78860, 3.97641], [6.24167, -7.53014, 1.22275], [7.54007, -7.38174, 1.68313], [8.23668, -6.23836, 1.32374], [7.73126, -5.27186, 0.55643], [6.47883, -5.43430, 0.12148], [5.69599, -6.53767, 0.42578], [5.66295, -8.40854, 1.48195], [8.00268, -8.13488, 2.30703], [9.25470, -6.07780, 1.66323], [6.09327, -4.63562, -0.50159], [4.68584, -6.61500, 0.04651]], "lowdin_charge": [-0.101, -0.203, -0.139, -0.167, -0.204, -0.046, -0.042, -0.478, 0.018, 0.131, -0.412, 0.248, 0.010, -0.261, 0.795, -0.248, -0.243, -0.488, 0.153, 0.158, -0.385, 0.187, 0.145, -0.577, 0.207, 0.191, 0.187, 0.067, 0.064, 0.069, 0.102, 0.106, 0.103, 0.066, 0.157, 0.148, 0.103, 0.096, 0.091, 0.091, 0.068, 0.095, 0.163, -0.077, -0.067, -0.147, 0.055, -0.158, -0.076, 0.107, 0.085, 0.087, 0.101, 0.100, -0.066, -0.064, -0.149, 0.050, -0.181, -0.066, 0.071, 0.096, 0.100, 0.110, 0.108, -0.083, -0.080, -0.163, 0.054, -0.146, -0.063, 0.104, 0.098, 0.100, 0.070, 0.101, -0.085, -0.076, -0.165, 0.059, -0.153, -0.076, 0.104, 0.100, 0.098, 0.104, 0.100, -0.089, -0.083, -0.164, 0.055, -0.151, -0.071, 0.102, 0.097, 0.099, 0.064, 0.099], "charge": 0, "multiplicity": 1, "energy_ha": -3274.45626}



Record 6
{"formula": "C53H49FN4O2ReS4", "method": "wB97M-V/def2-TZVPD", "elements": ["Re", "C", "C", "C", "C", "C", "C", "C", "C", "C", "C", "H", "H", "H", "H", "H", "H", "H", "H", "H", "H", "H", "H", "H", "H", "N", "S", "N", "S", "N", "S", "N", "C", "C", "C", "C", "C", "C", "C", "C", "C", "C", "C", "C", "C", "C", "C", "C", "C", "C", "C", "C", "C", "C", "C", "C", "C", "C", "C", "C", "C", "C", "C", "C", "C", "C", "C", "C", "H", "H", "H", "H", "H", "H", "H", "H", "H", "H", "H", "H", "H", "H", "H", "H", "H", "H", "H", "H", "H", "H", "H", "H", "H", "H", "H", "H", "H", "H", "F", "O", "C", "O", "C", "C", "C", "C", "S", "C", "C", "H", "H", "H", "H", "H"], "positions_angstrom": [[1.10041, 1.16958, 0.38603], [-0.49490, 1.69255, -3.47273], [0.68087, 2.63285, -3.75013], [0.21254, 4.08312, -3.60103], [1.88241, 2.30652, -2.88749], [2.03548, 1.05452, -2.27800], [3.17361, 0.75161, -1.51337], [4.17290, 1.69610, -1.29936], [5.36091, 1.38407, -0.44710], [4.01388, 2.93878, -1.90431], [2.90676, 3.22898, -2.68452], [-1.39926, 2.09399, -3.92069], [-0.65743, 1.59755, -2.39666], [-0.31833, 0.70869, -3.89982], [0.98759, 2.50439, -4.79535], [-0.05583, 4.27907, -2.56615], [-0.66652, 4.24725, -4.22011], [0.96334, 4.79720, -3.92767], [1.35021, 0.25005, -2.50020], [3.31922, -0.26199, -1.15997], [5.48837, 2.14150, 0.32467], [6.26902, 1.37274, -1.04675], [5.25321, 0.41300, 0.03203], [4.77734, 3.69090, -1.77619], [2.85413, 4.19934, -3.14865], [-0.88951, 0.93930, 0.25251], [-1.92090, 0.00521, 0.84623], [-1.60296, -1.38609, 1.61005], [-0.92285, -2.78618, 1.64882], [0.40646, -3.09455, 0.89229], [1.17792, -2.20899, -0.23284], [1.15385, -0.74442, -0.07596], [2.87155, -2.82738, -0.28350], [3.48855, -2.92440, -1.52318], [4.84309, -3.20958, -1.58184], [5.57067, -3.36366, -0.41252], [4.94607, -3.25606, 0.82098], [3.58781, -2.98159, 0.89152], [0.35321, -2.72202, -1.74413], [-0.56026, -1.85141, -2.30910], [-1.26245, -2.25731, -3.43146], [-1.02439, -3.51104, -3.97568], [-0.11724, -4.38045, -3.38620], [0.57215, -3.99058, -2.25124], [-2.17518, -3.98025, 1.12636], [-3.40509, -3.95211, 1.77174], [-4.38986, -4.84551, 1.38384], [-4.13900, -5.74904, 0.36068], [-2.90776, -5.77168, -0.27506], [-1.91237, -4.88585, 0.11246], [-0.52661, -3.22719, 3.33994], [0.11382, -2.32226, 4.17046], [0.54366, -2.76055, 5.41412], [0.33941, -4.07659, 5.80304], [-0.28894, -4.97380, 4.95219], [-0.71818, -4.55145, 3.70622], [-3.06874, -0.30519, -0.52186], [-3.49435, -1.56359, -0.90178], [-4.31928, -1.69071, -2.00960], [-4.70820, -0.56607, -2.71933], [-4.28118, 0.69421, -2.32585], [-3.45648, 0.82821, -1.22190], [-2.93107, 0.88004, 2.05653], [-2.52566, 2.14758, 2.43476], [-3.34513, 2.89614, 3.26565], [-4.55114, 2.36851, 3.70183], [-4.94046, 1.09125, 3.32564], [-4.12670, 0.33563, 2.49490], [2.92197, -2.78423, -2.43133], [5.33155, -3.29544, -2.53912], [6.62973, -3.56915, -0.46080], [5.52081, -3.37533, 1.72734], [3.08189, -2.89209, 1.83951], [-0.69662, -0.87580, -1.86153], [-1.98744, -1.59685, -3.88256], [-1.53993, -3.81175, -4.87325], [0.05712, -5.35913, -3.80467], [1.27852, -4.64867, -1.76672], [-3.57419, -3.24211, 2.56609], [-5.34591, -4.84202, 1.88319], [-4.90535, -6.44737, 0.06567], [-2.71270, -6.48184, -1.06425], [-0.93919, -4.89612, -0.35227], [0.27887, -1.30981, 3.83432], [1.05130, -2.07478, 6.07451], [0.68012, -4.41155, 6.76905], [-0.43451, -6.00160, 5.24606], [-1.18288, -5.24647, 3.02371], [-3.18525, -2.42892, -0.34006], [-4.66007, -2.66908, -2.31027], [-5.35380, -0.66871, -3.57755], [-4.59523, 1.56942, -2.87443], [-3.10345, 1.79272, -0.89415], [-1.58302, 2.52557, 2.06431], [-3.04962, 3.88955, 3.56890], [-5.19440, 2.95364, 4.34069], [-5.87948, 0.68673, 3.67249], [-4.42244, -0.65265, 2.18140], [1.01535, 0.59732, 2.26925], [2.57542, 9.76998, 2.09133], [1.70560, 9.24135, 1.22625], [0.92328, 9.90840, 0.61438], [1.75780, 7.75153, 1.05203], [1.46495, 7.23850, -0.21011], [1.49102, 5.87828, -0.43297], [1.75236, 5.01870, 0.63002], [1.87108, 3.28583, 0.33698], [2.03356, 5.51753, 1.89630], [2.03781, 6.88338, 2.10306], [3.17238, 9.11889, 2.48240], [1.24089, 7.93451, -1.00453], [1.31986, 5.48635, -1.42312], [2.25268, 4.83276, 2.70092], [2.23333, 7.25964, 3.09733]], "lowdin_charge": [1.304, -0.071, -0.349, -0.060, -0.206, -0.115, -0.126, -0.313, -0.025, -0.047, -0.043, 0.083, 0.054, 0.072, 0.153, 0.075, 0.086, 0.077, 0.083, 0.080, 0.090, 0.094, 0.075, 0.132, 0.116, -0.439, 0.862, -0.347, 0.950, -0.343, 0.843, -0.460, -0.305, -0.082, -0.041, -0.042, -0.043, -0.051, -0.316, -0.076, -0.048, -0.036, -0.042, -0.095, -0.349, -0.075, -0.034, -0.035, -0.033, -0.051, -0.295, -0.043, -0.039, -0.037, -0.038, -0.054, -0.301, -0.066, -0.057, -0.050, -0.040, -0.064, -0.305, -0.054, -0.041, -0.044, -0.047, -0.060, 0.116, 0.120, 0.120, 0.119, 0.115, 0.080, 0.114, 0.118, 0.120, 0.125, 0.121, 0.122, 0.120, 0.120, 0.093, 0.104, 0.120, 0.119, 0.121, 0.115, 0.080, 0.118, 0.118, 0.120, 0.117, 0.101, 0.118, 0.118, 0.117, 0.108, -0.501, 0.144, -0.489, 0.148, -0.120, 0.013, -0.078, -0.569, 0.684, -0.091, -0.012, 0.112, 0.132, 0.079, 0.110, 0.125], "charge": 2, "multiplicity": 4, "s_squared": 3.772, "energy_ha": -4188.68050}